ORCA calculation (ωB97M-V/def2-TZVPD) on C2H3NS2 in the gas phase in a non-equilibrium geometry.

The net charge is 0. The energy above the lowest of the compared OMol25 structures with the same formula, charge and spin comes out at 1.263 eV. Its spin multiplicity is 3. The value obtained for the total energy is -928.98217 a.u. The calculation puts the highest occupied orbital energy (alpha / beta) at -5.48 / -8.30 eV.

XYZ file:
```
8
Properties=species:S:1:pos:R:3:forces:R:3
C -0.612615 1.078004 0.149080 0.01 1.52 -0.24
C 0.033381 -0.137802 -0.134325 -1.80 -0.09 1.42
N 1.271005 -0.643828 0.135942 0.37 -0.19 -0.79
S -2.299725 0.732800 -0.032136 1.47 2.44 0.52
S -1.657042 -1.228051 -0.451654 1.69 -2.66 -0.49
H -0.276722 2.148445 0.428649 -0.28 -2.16 -0.48
H 1.435756 -1.651767 0.232748 -1.13 0.37 -0.20
H 2.105964 -0.297799 -0.328303 -0.34 0.77 0.27
```
Positions in Å, forces in eV/Å.

Table of natural (NBO) atomic charges, one value per atom, all in e: -0.545, 0.166, -0.795, 0.340, -0.217, 0.248, 0.404, 0.398